Entry 1:
15
Properties=species:S:1:pos:R:3 method="wB97M-V/def2-TZVPD" homo_lumo_gap_ev=8.349 homo_energy_ev=-4.166 charge=-1
C 1.1965 1.0307 0.9643
N 0.4097 1.0262 -0.2643
C 0.7843 -0.2190 -1.0592
C 0.2520 -1.4953 -0.3531
O 1.1119 -2.2705 0.1072
O -0.9958 -1.6269 -0.3685
H 1.4083 0.0715 1.4479
H 0.6650 1.5479 1.7821
H 2.1051 1.6134 0.8117
H -0.5729 0.9061 -0.0144
H 1.8699 -0.1443 -1.1000
H 0.3644 -0.0648 -2.0529
H -2.5924 -0.5929 0.5776
H -2.7947 0.1824 -0.6517
O -3.2112 0.0356 0.1733

Entry 2:
21
Properties=species:S:1:pos:R:3 method="wB97M-V/def2-TZVPD" homo_lumo_gap_ev=9.934 smiles="[H]/N=C(/CO)NO.C#CC(C)=O" homo_energy_ev=-9.800
H 2.8731 -2.3473 -0.5121
N 1.8943 -2.1387 -0.3147
C 1.6950 -0.8708 -0.2762
C 0.3205 -0.3329 -0.0136
O 0.2309 0.3671 1.2146
N 2.7014 0.0654 -0.5563
O 2.4367 1.3677 -0.0827
H 0.0518 0.2788 -0.8645
H -0.3471 -1.1942 0.0467
H 0.8441 1.1246 1.1151
H 3.6122 -0.2028 -0.1849
H 2.4080 1.8951 -0.8846
C -1.0599 2.1802 -0.4868
C -1.6246 1.1221 -0.4732
C -2.3010 -0.1832 -0.4345
C -2.5851 -0.7621 0.9329
O -2.6100 -0.7522 -1.4598
H -0.5443 3.1592 -0.5332
H -2.0984 -1.7466 1.0053
H -3.6670 -0.9169 1.0285
H -2.2307 -0.1128 1.7341

Entry 3:
8
Properties=species:S:1:pos:R:3 method="wB97M-V/def2-TZVPD" homo_lumo_gap_ev=8.209 smiles="C#CC(N)=S" homo_energy_ev=-8.537
C 2.1381 -0.4650 -0.2489
C 1.0292 -0.0453 -0.4519
C -0.1254 0.5411 -0.9470
N -1.2818 0.3925 -0.2587
S 0.0951 1.2563 -2.4254
H 3.1080 -0.6631 -0.0400
H -1.1149 0.4184 0.6759
H -2.0404 0.9393 -0.5887